# C26H46BrIrN3O3PS

C26H46BrIrN3O3PS as an isolated structure (ωB97M-V/def2-TZVPD, the OMol25 dataset).

CARTESIAN COORDINATES (ANGSTROEM)
Ir 0.00760 0.23080 0.54245
C -2.88580 2.50095 -2.19808
C -2.72630 1.74992 -0.89123
C -4.06270 1.47430 -0.21796
O -2.07985 0.47105 -1.13514
C -1.89751 2.56344 0.09598
O -2.01385 3.76101 0.15645
O -1.08447 1.89950 0.91365
H -3.59662 1.98800 -2.84834
H -1.92603 2.58299 -2.71690
H -3.24641 3.50663 -2.00027
H -4.70393 0.88348 -0.87322
H -4.55585 2.41949 0.00502
H -3.91719 0.92794 0.71511
H -1.74577 0.49360 -2.03974
C 1.44317 -3.63269 2.33142
C 0.41043 -3.91868 1.22866
C 0.12242 -5.42299 1.17266
C 1.05549 -3.47147 -0.09742
P -1.11267 -2.87928 1.60365
N -0.71322 -1.33279 1.28204
C -1.54419 -2.89273 3.42654
C -2.92068 -2.23199 3.59760
C -0.53698 -2.01733 4.20018
C -1.59039 -4.30398 4.02398
C -2.57049 -3.32257 0.50662
C -3.30088 -4.59284 0.95657
C -3.55727 -2.14178 0.44840
C -2.03925 -3.51740 -0.92240
H 2.39022 -4.08493 2.02976
H 1.16803 -4.07139 3.28607
H 1.61308 -2.56347 2.46800
H 1.07650 -5.94644 1.07195
H -0.48445 -5.69357 0.31126
H -0.36157 -5.79903 2.07104
H 2.09345 -3.81165 -0.09395
H 1.06450 -2.38815 -0.21715
H 0.57720 -3.90572 -0.96940
H -2.96860 -1.25231 3.12104
H -3.08565 -2.08843 4.66709
H -3.73134 -2.85307 3.22664
H -0.30974 -1.08890 3.67719
H 0.39441 -2.53185 4.41353
H -0.99013 -1.75367 5.15778
H -2.24550 -4.97588 3.47217
H -1.98568 -4.22648 5.03971
H -0.60611 -4.76097 4.09632
H -3.80098 -4.46623 1.91444
H -2.65001 -5.46162 1.01891
H -4.07309 -4.81513 0.21586
H -4.23594 -2.11796 1.29465
H -4.16260 -2.25716 -0.45315
H -3.04547 -1.18566 0.37312
H -1.45501 -4.42712 -1.02937
H -1.44645 -2.66497 -1.25825
H -2.90057 -3.60587 -1.58724
C 1.33117 3.57581 -0.63103
N 2.46076 2.70921 -0.90885
C 3.83257 3.16013 -0.64446
C 4.69818 1.98330 -1.13366
N 3.67731 1.01667 -1.54138
C 2.44204 1.47691 -1.37857
S 1.04851 0.53284 -1.78418
H 1.33357 3.86288 0.42026
H 0.40836 3.05385 -0.84691
H 1.39228 4.47052 -1.25066
H 3.95081 3.35018 0.42280
H 4.02980 4.08358 -1.18785
H 5.31757 1.57400 -0.33750
H 5.33292 2.25334 -1.97522
H 3.86236 0.09691 -1.90004
Br 5.85529 1.77928 3.65627
C 4.20582 1.33273 2.85707
C 4.09184 0.14049 2.15712
C 2.88252 -0.16826 1.54547
C 1.79118 0.70181 1.61548
C 1.92855 1.87785 2.35411
C 3.13162 2.20117 2.97299
H 4.93504 -0.53559 2.09468
H 2.80911 -1.10197 0.99559
H 1.09250 2.56350 2.44647
H 3.23192 3.11780 3.53959

Forces on atoms 1 to 2 (eV/Å):
0.5 0.3 -0.2
0.0 0.0 -0.1

Values from the calculation:
* multiplicity: 6
* energy relative to the best compared isomer or geometry (same formula, charge and spin): 0.566 eV
* HOMO-LUMO gap (alpha / beta): 7.81 / 6.37 eV
* total charge: +1
* HOMO (alpha / beta): -9.642 / -11.208 eV
* <S²>: 8.77


# H39O19

A 19-piece molecular cluster, H39O19 overall (ωB97M-V/def2-TZVPD, the OMol25 dataset).

CARTESIAN COORDINATES (ANGSTROEM)
O 3.27355 2.72870 -1.18546
H 5.03022 -0.28581 -0.29444
H 2.66034 3.35736 -1.61765
O -1.42770 1.54283 2.49490
H -1.94281 2.35683 2.13714
H 0.41292 -1.35937 -1.00180
O -3.42601 0.22437 3.52308
H -0.82958 -0.68088 -3.16654
H 4.55107 0.68992 -1.43993
O -0.11304 -0.57060 -0.84097
H 0.47093 3.48652 -3.87954
H -3.93603 -0.30883 2.99552
O -3.12456 -2.90238 0.93684
H -3.86558 -2.93975 1.49564
H -2.48865 -3.53245 1.21395
O 0.98027 1.23906 3.42417
H 1.55446 -4.49797 1.18487
H 1.52615 1.33615 2.65163
O 0.73973 3.28440 -2.91106
H 1.10765 2.30534 -0.19529
H -1.58509 0.96821 1.78666
O 4.27333 0.16775 -0.75230
H -0.39972 -1.83027 -4.30838
O -2.23971 -1.44280 -2.35614
H -2.06900 -2.02379 -1.53697
H -3.18393 -1.42446 -2.65924
O 2.67958 2.53072 1.65111
H -0.08696 2.66980 -1.22437
H 0.06969 0.04849 -1.68879
O 0.20107 2.04116 -0.50731
H -3.40953 1.13777 3.32570
H 3.11615 3.04505 0.93197
O -0.13293 0.11300 -3.25999
H 0.56343 -0.29043 -3.79331
H 3.44596 2.73176 2.27593
O 1.86764 -0.69856 1.28718
H 1.04443 0.29756 3.77261
H 0.02257 1.23021 2.74283
O 0.29098 -2.51112 -4.09099
H -0.13071 -3.37436 -3.88665
H 0.73511 -5.30811 0.22139
O -2.84924 3.13735 0.90869
H -3.38110 3.68101 0.27443
H -0.07450 2.81953 -2.75534
O -2.12315 1.20938 -0.58159
H -0.75987 -3.86202 -0.21210
H -1.32894 0.71644 -0.90717
O -1.19869 -3.45948 -0.92210
H 3.17665 1.99304 -1.81271
H -1.39674 -2.66147 -0.35323
O 1.09127 -4.41409 0.38716
H 1.20498 -1.42301 1.09870
H -2.12748 2.78662 0.41211
O 1.30736 -1.20993 3.75695
H 1.93480 -1.10248 2.96454
H 0.74387 -1.87766 4.04801
H 2.10929 -0.23017 0.51851
H -2.55419 0.34596 -0.28087

Forces on atoms 1 to 2 (eV/Å):
-0.8 0.4 -0.9
-1.0 1.0 -1.1

Values from the calculation:
* energy relative to the best compared isomer or geometry (same formula, charge and spin): 4.298 eV
* HOMO-LUMO gap: 10.68 eV
* total charge: +1
* HOMO: -13.375 eV


# CH4N2S3

A 2-piece molecular cluster, CH4N2S3 overall (ωB97M-V/def2-TZVPD, the OMol25 dataset).

CARTESIAN COORDINATES (ANGSTROEM)
N 1.49950 -0.44034 -0.09172
S 1.37317 1.51453 -0.25443
H 1.35071 -0.52098 0.91270
H 0.65281 -0.73404 -0.62061
H 2.46679 -0.43899 -0.40326
S -1.01339 -2.29423 -0.04978
C -1.67575 -0.86644 -0.07306
N -2.21666 0.14555 0.28108
S -2.00608 1.78634 0.10309
H -0.43110 1.84861 0.19600

Forces on atoms 1 to 2 (eV/Å):
-1.0 3.4 0.4
0.3 -0.9 0.1

Values from the calculation:
* energy relative to the best compared isomer or geometry (same formula, charge and spin): 2.152 eV
* HOMO-LUMO gap: 8.07 eV
* HOMO: -8.403 eV
* SMILES string: [NH3+][S-].S=C=NS


# C23H64AsF6O9

C23H64AsF6O9 as an isolated structure (ωB97M-V/def2-TZVPD, the OMol25 dataset).

CARTESIAN COORDINATES (ANGSTROEM)
As -0.37719 -0.04444 -0.20771
F -0.63312 0.89773 -1.74598
F 1.41084 0.08231 -0.39641
F -0.19812 -1.08331 1.25780
F -2.20281 -0.05029 0.14012
F -0.40560 -1.52663 -1.24767
F -0.32238 1.50996 0.74393
C -1.26598 -0.56190 -4.72150
C -2.61805 -0.12250 -4.16816
C -3.07557 -1.17730 -3.05314
O -2.44353 1.19448 -3.64476
H -0.85431 0.21346 -5.36759
H -1.26923 -1.45483 -5.34663
H -0.58833 -0.61448 -3.86938
H -3.43139 -0.19647 -4.89003
H -2.40556 -1.14073 -2.19417
H -3.05335 -2.15876 -3.52681
H -4.09536 -0.88646 -2.80104
H -1.66558 1.21988 -3.08284
C -6.51741 0.61060 -0.52737
C -5.24647 -0.25121 -0.10230
C -5.14618 -0.43701 1.35666
O -5.39861 -1.48007 -0.82708
H -7.43252 0.08871 -0.24757
H -6.55311 0.90752 -1.57555
H -6.43232 1.52746 0.05591
H -4.33620 0.28134 -0.37780
H -4.94846 0.50166 1.87422
H -4.30343 -1.11028 1.51344
H -5.98874 -0.99172 1.76958
H -4.94957 -2.16720 -0.32927
C 3.56676 -4.10414 0.46513
C 2.63758 -3.02525 -0.14177
C 3.32127 -2.41372 -1.34628
O 1.53542 -3.70019 -0.54703
H 3.07225 -4.45353 1.37149
H 4.62573 -3.87771 0.58923
H 3.63832 -4.98133 -0.17793
H 2.53314 -2.26690 0.63417
H 4.33206 -2.09118 -1.09656
H 2.92311 -1.44529 -1.64914
H 3.38079 -3.08766 -2.20089
H 0.91414 -3.08841 -0.94868
C 3.52966 -0.69810 5.38063
C 3.79897 -0.01858 4.07790
C 2.75655 -0.35785 2.96279
O 3.95848 1.39926 4.25566
H 2.53628 -0.54866 5.80367
H 4.15299 -0.49645 6.25178
H 3.61896 -1.77806 5.26317
H 4.73634 -0.45902 3.73815
H 1.93197 0.34656 2.85337
H 2.41892 -1.38913 3.06557
H 3.16919 -0.21916 1.96350
H 4.36236 1.58054 5.10747
C -0.15489 -4.79041 -4.51083
C -0.01712 -4.47474 -3.04094
C -1.13006 -4.91753 -2.09699
O 1.09187 -5.34680 -2.74890
H 0.12577 -5.79257 -4.83490
H 0.45549 -4.08848 -5.07901
H -1.12906 -4.57487 -4.94972
H 0.17018 -3.40597 -2.93730
H -1.32262 -5.98750 -2.17565
H -2.01781 -4.36501 -2.40476
H -0.82486 -4.82240 -1.05493
H 1.36117 -4.93884 -1.92269
C 3.81753 2.25515 0.30971
C 4.91338 3.26068 -0.13960
C 4.92654 3.45652 -1.70239
O 4.42836 4.48772 0.37316
H 2.75735 2.39827 0.10079
H 3.78663 2.24797 1.39925
H 4.08028 1.23701 0.02256
H 5.87128 3.05029 0.33608
H 5.34255 2.56269 -2.16726
H 5.58187 4.26444 -2.02784
H 3.93588 3.70372 -2.08391
H 4.06285 4.22689 1.22166
C -1.27050 5.73046 0.56912
C -0.19568 4.95016 -0.18879
C 0.92704 4.63413 0.71572
O -0.70365 3.70399 -0.75833
H -0.94115 6.71698 0.89530
H -1.53333 5.14791 1.45210
H -2.18042 5.74702 -0.03079
H 0.13088 5.63055 -0.97526
H 1.18404 5.50351 1.32089
H 1.77694 4.37131 0.08587
H 0.77926 3.75484 1.34270
H -0.66179 2.97707 -0.13269
C -3.01632 2.33096 2.03280
O -2.15200 3.03717 2.86394
H -4.06207 2.62546 2.12100
H -2.70925 2.34620 0.98706
H -3.01588 1.29825 2.38153
H -1.59187 2.39315 3.30337
C -2.17669 -0.58634 4.18634
O -1.21224 0.35044 3.76442
H -2.11507 -0.89397 5.23020
H -3.22592 -0.29236 4.21452
H -2.05959 -1.50357 3.60921
H -0.79090 -0.02513 2.98787

Forces on atoms 1 to 2 (eV/Å):
-0.8 0.6 -0.4
0.6 -1.1 2.3

Values from the calculation:
* energy relative to the best compared isomer or geometry (same formula, charge and spin): 3.111 eV
* HOMO-LUMO gap: 9.01 eV
* total charge: -1
* HOMO: -6.893 eV


# C4H9N2

An isolated ion of composition C4H9N2 and charge +1 (ωB97M-V/def2-TZVPD, the OMol25 dataset).

CARTESIAN COORDINATES (ANGSTROEM)
C 2.26738 -0.18497 0.19411
N 1.29929 0.64579 0.12466
N -0.02329 0.24024 0.01678
C -0.37076 -1.12221 0.06666
C -0.72817 1.01451 -0.91991
C -1.05606 1.31117 0.48901
H 3.24056 0.24449 0.51341
H 2.30319 -1.25855 0.03473
H 0.10017 -1.66665 0.80938
H -1.40142 -1.25209 0.17753
H -0.07378 -1.42793 -0.95172
H -1.60914 0.49214 -1.30809
H -0.22247 1.75555 -1.47508
H -0.51251 2.02148 1.10800
H -1.90047 1.09644 1.00535

Forces on atoms 1 to 2 (eV/Å):
0.1 0.7 0.4
1.8 0.4 1.2

Values from the calculation:
* energy relative to the best compared isomer or geometry (same formula, charge and spin): 4.367 eV
* HOMO-LUMO gap: 11.74 eV
* total charge: +1
* HOMO: -15.520 eV
* SMILES string: C=N[N+]1(C)CC1


# C4H5NO2

One molecule with the formula C4H5NO2 (ωB97M-V/def2-TZVPD, the OMol25 dataset).

CARTESIAN COORDINATES (ANGSTROEM)
N -2.20118 -0.34678 -0.41215
C -0.90328 -0.01669 -0.08854
C 0.20936 -0.76841 0.14352
C 1.30115 0.15636 0.13788
O 2.61444 -0.18994 0.23554
C 0.77829 1.39333 0.00415
O -0.59323 1.29039 -0.15340
H -2.92275 0.24059 -0.02086
H -2.41442 -1.33251 -0.39702
H 0.26781 -1.73150 0.60979
H 2.68312 -1.08012 -0.13537
H 1.18067 2.38527 0.07648

Forces on atoms 1 to 2 (eV/Å):
-0.1 0.0 0.1
0.1 -0.1 0.0

Values from the calculation:
* energy relative to the best compared isomer or geometry (same formula, charge and spin): 1.303 eV
* HOMO-LUMO gap: 8.55 eV
* HOMO: -7.689 eV
* SMILES string: Nc1cc(O)co1


# CH7O2

A 2-piece molecular cluster, CH7O2 overall (ωB97M-V/def2-TZVPD, the OMol25 dataset).

CARTESIAN COORDINATES (ANGSTROEM)
O -1.02343 1.02232 1.24299
H -0.47194 1.85545 1.29004
H -1.49845 0.86255 2.15551
H -0.10548 0.21053 0.59690
C 0.45146 -0.66455 -1.46160
O 0.62733 -0.43464 0.01818
H -0.59545 -0.47387 -1.86258
H 0.63898 -1.70506 -1.72357
H 1.32469 -0.22217 -1.99961
H 1.16770 -1.24163 0.22352

Forces on atoms 1 to 2 (eV/Å):
0.5 0.5 1.5
-1.2 -0.9 0.4

Values from the calculation:
* energy relative to the best compared isomer or geometry (same formula, charge and spin): 0.864 eV
* HOMO-LUMO gap: 13.54 eV
* total charge: +1
* HOMO: -17.524 eV


# C13H22IN2O3

A 2-piece molecular cluster, C13H22IN2O3 overall (ωB97M-V/def2-TZVPD, the OMol25 dataset).

CARTESIAN COORDINATES (ANGSTROEM)
C 5.31504 0.40233 1.03915
C 4.40495 0.34868 0.26818
C 3.23103 0.34967 -0.58601
N 2.32165 1.50478 -0.26877
C 2.97648 2.78387 -0.70147
C 2.17606 4.05727 -0.32885
N 1.14079 3.82143 0.68043
C 1.71279 2.92806 1.67710
C 1.79366 1.48346 1.15106
C 0.42155 0.82142 1.23237
C 0.27195 -0.57241 0.58429
C -0.20485 -0.51564 -0.87550
I -1.11232 -2.36064 -1.43768
H 6.13428 0.19683 1.69417
H 2.68820 -0.58631 -0.50935
H 3.53650 0.46163 -1.62713
H 1.50732 1.38251 -0.87041
H 3.97945 2.83983 -0.29706
H 3.07509 2.71969 -1.78240
H 1.76559 4.55776 -1.19846
H 2.88453 4.75299 0.11600
H 0.34772 3.38585 0.22259
H 2.70390 3.28362 1.94378
H 1.10001 2.90661 2.57371
H 2.46827 0.93395 1.80162
H -0.36488 1.46720 0.84224
H 0.21635 0.70978 2.29357
H -0.48704 -1.10276 1.15155
H 1.17644 -1.16806 0.66786
H 0.62378 -0.34515 -1.56138
H -0.93000 0.27936 -1.00488
C -5.43056 -4.57505 -1.55707
C -4.79111 -3.97866 -0.31818
O -5.89548 -3.33388 0.31568
C -7.04256 -3.93124 -0.10616
O -8.11264 -3.73502 0.35484
O -6.77859 -4.77953 -1.13172
H -4.98631 -5.51833 -1.86397
H -5.42969 -3.88297 -2.40167
H -4.39463 -4.74290 0.35379
H -4.01273 -3.25002 -0.53588

Forces on atoms 1 to 2 (eV/Å):
0.4 -0.7 0.1
-0.4 0.3 0.1

Values from the calculation:
* HOMO-LUMO gap: 9.29 eV
* total charge: +1
* HOMO: -12.491 eV